*one*
The molecule CH3N5, computed with wB97M-V/def2-TZVPD.

Lowest unoccupied orbital energy in eV: 0.6
Highest occupied orbital energy in eV: -8.17
Charge: 0
Multiplicity: 1
Orbital gap in eV: 8.781

Geometry (Å):
N -0.432 1.468 0.345
N 0.901 -1.609 -0.123
H 1.851 -1.863 0.045
N -1.366 0.832 -0.293
H -0.576 2.431 0.633
H -0.797 -1.343 -0.824
C 0.472 -0.402 0.071
N 0.717 0.830 0.615
N -0.785 -0.331 -0.480

Atom charges from the natural (NBO) analysis, given in e for atoms 1 to 5: N -0.113; N -0.887; H 0.367; N 0.015; H 0.421

***

*two*
The molecule CH3N5, computed with wB97M-V/def2-TZVPD.

Lowest unoccupied orbital energy in eV: 0.2
Highest occupied orbital energy in eV: -9.36
Charge: 0
Multiplicity: 1
Orbital gap in eV: 9.538
SMILES: [H]/N=c1/nn[nH][nH]1

Geometry (Å):
H -0.814 -1.327 -1.159
C 0.760 -0.057 -0.327
N -1.394 -0.060 0.214
N -0.595 -0.396 -0.931
N 0.441 0.371 1.089
N -0.846 0.642 1.109
H 1.911 -0.476 -1.740
H -2.249 0.285 -0.117
N 1.907 -0.291 -0.770

Atom charges from the natural (NBO) analysis, given in e for atoms 1 to 5: H 0.391; C 0.483; N -0.217; N -0.511; N -0.280

***

*three*
The molecule CH3N5, computed with wB97M-V/def2-TZVPD.

Lowest unoccupied orbital energy in eV: -0.5
Highest occupied orbital energy in eV: -8.98
Charge: 0
Multiplicity: 1
Orbital gap in eV: 8.492
SMILES: [H]/N=c1/nn[nH][nH]1

Geometry (Å):
H -0.476 -0.134 -2.380
C -0.101 -0.230 0.750
N -0.192 1.152 -0.920
N 0.509 -0.630 1.897
H -0.646 -1.670 -0.687
H 0.751 -1.630 1.617
N 0.036 0.076 -1.456
N -0.422 1.099 0.519
N 0.209 -1.008 -0.476

Atom charges from the natural (NBO) analysis, given in e for atoms 1 to 5: H 0.419; C 0.395; N 0.049; N -0.624; H 0.374

***

Here are the energies relative to the best structure, in eV: *one* 0.000; *two* 0.264; *three* 1.475.

***

*one*
A cluster of 2 separate species, C2H4NO2 in total, computed with wB97M-V/def2-TZVPD.

Lowest unoccupied orbital energy (alpha / beta) in eV: 4.4 / 4.4
Highest occupied orbital energy (alpha / beta) in eV: -1.59 / -1.59
Charge: -1
Multiplicity: 1
Orbital gap (alpha / beta) in eV: 6.008 / 6.009

Geometry (Å):
N 2.050 0.137 1.239
O -0.320 0.898 0.696
H -2.183 -0.138 0.494
C -0.718 -0.736 -0.847
H 0.196 -0.263 -1.252
O 2.544 0.942 0.374
H 0.694 0.593 0.680
H -1.121 -1.459 -1.542
C -1.143 0.028 0.157

Atom charges from the natural (NBO) analysis, given in e for atoms 1 to 5: N -0.313; O -0.737; H 0.133; C -0.620; H 0.192

***

*two*
The ion C2H4NO2 with charge -1, computed with wB97M-V/def2-TZVPD.

Lowest unoccupied orbital energy in eV: 4.5
Highest occupied orbital energy in eV: -3.93
Charge: -1
Multiplicity: 1
Orbital gap in eV: 8.397
SMILES: NCC(=O)[O-]

Geometry (Å):
H 1.187 -0.876 0.322
O -2.040 0.298 0.087
C -1.067 -0.535 0.427
H -0.130 0.907 -1.547
H 1.487 0.359 -1.300
H 0.558 0.425 1.326
C 0.421 -0.005 0.264
N 0.696 0.966 -0.827
O -1.111 -1.539 1.248

Atom charges from the natural (NBO) analysis, given in e for atoms 1 to 5: H 0.167; O -0.800; C 0.734; H 0.370; H 0.326

***

*three*
A cluster of 2 separate species, C2H4NO2 in total, computed with wB97M-V/def2-TZVPD.

Lowest unoccupied orbital energy in eV: 3.0
Highest occupied orbital energy in eV: -2.80
Charge: -1
Multiplicity: 1
Orbital gap in eV: 5.813

Geometry (Å):
C 0.085 0.138 0.166
H 0.550 -0.588 0.858
H 3.477 -0.516 0.674
N -0.900 0.965 0.380
O -2.141 0.625 -1.574
H 0.805 0.263 -0.663
O 2.853 -1.219 0.458
C -1.960 0.450 -0.397
H -2.768 -0.119 0.098

Atom charges from the natural (NBO) analysis, given in e for atoms 1 to 5: C 0.220; H 0.206; H 0.391; N -0.681; O -0.578

***

Here are the energies relative to the best structure, in eV: *one* 3.907; *two* 0.000; *three* 4.024.

***

*one*
The ion C6H13N2S with charge +1, computed with wB97M-V/def2-TZVPD.

Lowest unoccupied orbital energy in eV: -2.9
Highest occupied orbital energy in eV: -13.58
Charge: +1
Multiplicity: 1
Orbital gap in eV: 10.676
SMILES: CS[C@@H](C#N)[N+](C)(C)C

Geometry (Å):
H 2.624 -1.133 1.611
C 2.036 -1.973 1.684
H 1.640 -1.871 2.631
H -0.799 -1.439 -1.457
C -1.189 -0.438 -1.562
N -0.609 0.527 -0.587
H -0.851 2.509 -0.218
H 1.127 -0.129 -1.014
H -1.079 -0.253 -2.667
H 2.620 -2.883 1.477
S 0.709 -1.946 0.418
H -2.093 1.532 0.551
H -2.286 1.964 -1.093
H -1.386 -0.742 1.087
C -1.480 1.672 -0.328
H 1.282 1.691 -0.655
C -0.333 -0.377 0.632
H -2.250 -0.563 -1.350
C 0.264 0.459 1.653
H 0.679 1.230 -2.136
C 0.758 0.917 -1.097
N 0.615 1.246 2.422

Atom charges from the natural (NBO) analysis, given in e for atoms 1 to 5: H 0.229; C -0.693; H 0.235; H 0.245; C -0.443

***

*two*
The ion C6H13N2S with charge +1, computed with wB97M-V/def2-TZVPD.

Lowest unoccupied orbital energy in eV: -3.2
Highest occupied orbital energy in eV: -12.62
Charge: +1
Multiplicity: 1
Orbital gap in eV: 9.403

Geometry (Å):
H -3.224 -1.339 0.681
H -1.504 0.048 -1.208
H 3.291 -0.095 -1.258
H 3.643 0.041 1.163
S -1.305 1.713 0.594
N 0.677 -0.398 0.262
H -0.817 -1.856 -0.259
H 1.272 -0.961 -1.618
C 1.470 -0.246 1.273
C -0.656 -0.951 0.323
H 0.469 0.653 -1.470
H 2.698 1.631 -1.087
H -2.317 1.599 1.630
H 2.458 1.278 1.255
C 1.212 -0.009 -1.026
H -0.617 -1.109 1.457
C -3.173 -0.446 0.001
H -3.880 0.302 0.381
N 2.733 0.429 0.783
C 2.589 0.498 -0.742
C -1.711 0.045 -0.146
H -3.308 -0.828 -0.990

Atom charges from the natural (NBO) analysis, given in e for atoms 1 to 5: H 0.224; H 0.202; H 0.249; H 0.477; S -0.093

***

Here are the energies relative to the best structure, in eV: *one* 0.000; *two* 0.218.

***

*one*
A cluster of 4 separate species, C6H21NO4 in total, computed with wB97M-V/def2-TZVPD.

Lowest unoccupied orbital energy in eV: 0.2
Highest occupied orbital energy in eV: -8.74
Charge: 0
Multiplicity: 1
Orbital gap in eV: 8.923
SMILES: CCCNCCCO.O.O.O

Geometry (Å):
C -0.703 1.469 -0.497
O -2.116 -1.786 -0.100
H -1.864 -0.513 1.544
H -0.005 -2.427 2.249
H -1.079 -0.395 3.127
O 3.094 -1.217 -0.058
H -1.361 -3.440 0.714
H -1.914 2.391 -1.995
H -2.617 -2.296 -0.742
H -0.402 2.741 1.278
O 0.108 -1.182 -2.897
H 0.244 1.034 -0.858
H 0.786 0.600 1.442
H -0.316 3.184 -1.792
H 2.614 2.743 -1.274
H -1.611 3.399 -0.581
H -0.341 -2.744 -0.563
C -0.875 -0.511 2.048
H 0.754 -1.365 1.102
H 2.119 1.670 -0.159
H 2.334 -1.017 -0.612
N -0.113 0.774 1.894
O 2.832 2.217 -0.502
C -0.944 -2.515 0.320
H -1.224 0.539 -0.818
C -1.148 2.711 -1.291
H -1.807 1.775 1.322
H -0.190 -0.428 -3.420
H 3.496 -0.352 0.082
C -0.210 -1.757 1.415
H -0.746 -1.566 -2.652
C -0.756 1.739 0.996

Atom charges from the natural (NBO) analysis, given in e for atoms 1 to 5: C -0.450; O -0.750; H 0.216; H 0.225; H 0.210

***

*two*
A cluster of 5 separate species, C6H21NO4 in total, computed with wB97M-V/def2-TZVPD.

Lowest unoccupied orbital energy in eV: 0.3
Highest occupied orbital energy in eV: -7.64
Charge: 0
Multiplicity: 1
Orbital gap in eV: 7.957
SMILES: CCC(=CN)CC.O.O.O.O

Geometry (Å):
C -0.802 -1.266 -0.213
H -0.931 0.745 -0.829
H -0.319 -3.390 -1.684
H 1.304 -3.275 -1.241
H -2.512 -2.575 -0.201
N 1.046 0.123 -1.066
H -1.831 3.204 2.344
H 1.632 -0.684 -1.343
C -2.326 -1.398 -0.250
H 3.983 1.652 -1.378
H 3.920 0.191 -1.359
O 2.143 3.146 2.233
H 0.957 3.677 -0.822
C -0.217 -0.139 -0.607
H 0.702 -2.075 0.973
O 3.541 0.931 -1.724
O -0.919 3.002 2.135
H -3.792 -1.296 1.255
C -2.805 -0.907 1.096
H -2.872 -1.023 -1.137
H 1.034 3.419 -2.399
H 0.442 -4.509 -0.276
H 1.259 3.522 2.221
C -0.009 -2.461 0.286
H -2.125 -1.411 1.773
H 1.769 2.181 1.932
O 0.440 3.489 -1.602
H -1.025 2.507 1.275
C 0.367 -3.478 -0.768
H -0.762 -2.981 1.004
H -2.858 0.175 1.206
H 1.565 0.904 -0.835

Atom charges from the natural (NBO) analysis, given in e for atoms 1 to 5: C -0.091; H 0.158; H 0.219; H 0.199; H 0.193

***

Here are the energies relative to the best structure, in eV: *one* 0.000; *two* 0.395.

***

*one*
The molecule C5H5NS2, computed with wB97M-V/def2-TZVPD.

Lowest unoccupied orbital energy in eV: -0.4
Highest occupied orbital energy in eV: -8.96
Charge: 0
Multiplicity: 1
Orbital gap in eV: 8.518
SMILES: S=Cn1cccc1S

Geometry (Å):
H -0.588 2.847 -0.072
C -0.429 1.802 -0.081
H 1.789 1.575 -0.067
S 3.139 -0.922 -0.084
H -1.525 -2.283 1.165
N 0.554 -0.196 -0.093
C 1.534 -1.158 -0.106
C 0.774 1.179 -0.072
H -2.516 0.946 -0.100
H 1.105 -2.152 -0.155
C -1.444 0.794 -0.093
S -1.559 -2.015 -0.162
C -0.833 -0.417 -0.081

Atom charges from the natural (NBO) analysis, given in e for atoms 1 to 5: H 0.228; C -0.268; H 0.244; S -0.026; H 0.135

***

*two*
The molecule C5H5NS2, computed with wB97M-V/def2-TZVPD.

Lowest unoccupied orbital energy in eV: -1.7
Highest occupied orbital energy in eV: -9.18
Charge: 0
Multiplicity: 1
Orbital gap in eV: 7.455
SMILES: S=C1C=C(CS)C=N1

Geometry (Å):
C 2.174 0.012 -0.306
H -1.763 -0.138 1.363
C -1.438 -0.569 0.458
S 3.719 -0.376 -0.593
C 1.044 -0.917 -0.048
C -0.045 -0.168 0.160
H -1.534 -1.636 0.590
C 0.444 1.239 0.020
H -2.664 1.177 -0.651
N 1.693 1.354 -0.231
H -0.157 2.142 0.154
S -2.613 -0.139 -0.878
H 1.141 -1.981 -0.037

Atom charges from the natural (NBO) analysis, given in e for atoms 1 to 5: C -0.011; H 0.232; C -0.537; S 0.164; C -0.245

***

Here are the energies relative to the best structure, in eV: *one* 0.000; *two* 0.859.